[1]
C22H40HgO36PS7 | ωB97M-V/def2-TZVPD

Last column: Löwdin charge in e.
Atoms and positions in Å:
Hg1 -2.629 -0.084 -0.566  1.267
P1 -0.141 -0.233 -0.022  0.066
O1 -0.567 0.091 -1.550  -0.484
O2 1.268 -0.547 0.365  -0.324
O3 -1.098 -1.517 0.176  -0.475
O4 -0.979 0.900 0.703  -0.460
C1 1.228 0.942 3.548  -0.144
C2 2.590 1.381 4.076  -0.157
O5 2.254 2.182 5.211  -0.174
S1 1.025 1.512 5.987  0.579
O6 0.062 2.470 6.373  -0.212
O7 1.550 0.632 6.965  -0.220
O8 0.459 0.704 4.743  -0.210
H1 1.204 0.067 2.904  0.115
H2 0.776 1.795 3.037  0.131
H3 3.049 2.050 3.353  0.111
H4 3.242 0.561 4.369  0.140
C3 -2.724 3.537 2.110  -0.165
C4 -3.922 3.988 1.255  -0.136
O9 -4.451 5.112 1.976  -0.194
S2 -4.020 5.118 3.511  0.582
O10 -5.157 4.904 4.323  -0.218
O11 -3.161 6.217 3.748  -0.210
O12 -3.218 3.747 3.440  -0.191
H5 -1.805 4.096 1.938  0.132
H6 -2.555 2.470 1.982  0.099
H7 -4.635 3.170 1.191  0.132
H8 -3.580 4.426 0.320  0.130
C5 -0.715 3.276 -1.278  -0.183
C6 0.774 3.099 -1.106  -0.165
O13 1.363 4.382 -1.326  -0.165
S3 0.447 5.281 -2.255  0.581
O14 0.866 5.231 -3.610  -0.228
O15 0.287 6.526 -1.624  -0.204
O16 -0.861 4.363 -2.192  -0.184
H9 -1.240 3.419 -0.330  0.103
H10 -1.137 2.356 -1.669  0.079
H11 1.130 2.410 -1.883  0.128
H12 1.084 2.634 -0.178  0.106
C7 2.448 -1.259 -2.628  -0.115
C8 2.735 -2.375 -1.619  -0.157
O17 3.300 -3.489 -2.325  -0.175
S4 3.415 -3.191 -3.900  0.573
O18 2.313 -3.775 -4.576  -0.225
O19 4.726 -3.482 -4.312  -0.206
O20 3.247 -1.632 -3.790  -0.187
H13 2.902 -0.301 -2.407  0.118
H14 1.384 -1.183 -2.838  0.099
H15 1.775 -2.726 -1.240  0.102
H16 3.323 -2.118 -0.745  0.115
C9 -0.208 -4.220 0.747  -0.151
C10 0.864 -3.484 1.560  -0.175
O21 1.586 -4.456 2.310  -0.170
S5 0.689 -5.750 2.488  0.560
O22 -0.227 -5.595 3.558  -0.225
O23 1.521 -6.888 2.465  -0.216
O24 -0.077 -5.614 1.117  -0.186
H17 -0.239 -4.063 -0.327  0.106
H18 -1.199 -3.906 1.071  0.117
H19 0.316 -2.811 2.221  0.113
H20 1.479 -2.848 0.932  0.087
C11 3.382 1.284 0.258  -0.184
C12 4.133 0.149 0.968  -0.146
O25 5.037 0.866 1.835  -0.204
S6 5.456 2.270 1.247  0.561
O26 6.751 2.254 0.701  -0.205
O27 5.121 3.246 2.207  -0.213
O28 4.425 2.237 0.033  -0.176
H21 2.637 1.605 0.983  0.107
H22 3.073 0.952 -0.720  0.102
H23 4.798 -0.336 0.242  0.130
H24 3.577 -0.615 1.494  0.121
C13 -0.773 0.856 -4.489  -0.170
C14 -0.242 2.122 -5.159  -0.126
O29 -1.152 2.282 -6.265  -0.182
S7 -1.370 0.855 -6.923  0.574
O30 -0.240 0.495 -7.695  -0.214
O31 -2.663 0.802 -7.470  -0.209
O32 -1.340 0.062 -5.541  -0.205
H25 -1.510 1.044 -3.712  0.112
H26 0.011 0.234 -4.063  0.102
H27 0.758 1.989 -5.572  0.135
H28 -0.298 2.997 -4.518  0.113
O33 -3.738 -0.856 1.420  0.027
C15 -3.382 -0.969 2.574  -0.447
O34 -4.221 -1.484 3.474  0.050
C16 -3.609 -1.614 4.778  -0.115
C17 -2.114 -1.322 4.558  -0.117
C18 -2.109 -0.544 3.237  -0.079
H29 -3.768 -2.646 5.079  0.125
H30 -4.079 -0.905 5.456  0.127
H31 -1.628 -2.287 4.421  0.118
H32 -1.678 -0.760 5.377  0.109
H33 -1.220 -0.809 2.674  0.090
H34 -2.086 0.537 3.373  0.126
O35 -3.143 -2.160 -1.783  0.028
C19 -2.357 -2.812 -2.432  -0.469
O36 -2.351 -4.142 -2.322  0.042
C20 -1.418 -4.745 -3.257  -0.111
C21 -0.686 -3.575 -3.900  -0.132
C22 -1.603 -2.380 -3.687  -0.052
H35 -1.988 -5.421 -3.893  0.127
H36 -0.753 -5.364 -2.655  0.124
H37 -0.448 -3.736 -4.947  0.122
H38 0.233 -3.402 -3.342  0.090
H39 -2.381 -2.329 -4.448  0.143
H40 -1.184 -1.428 -3.373  0.079

Atomic forces in eV per Å
-0.53 -0.75 0.05
-3.65 -1.99 -0.81
1.62 0.36 -0.20
0.65 0.91 -0.27
1.79 0.17 0.66
1.21 0.68 0.71
0.08 0.57 0.16
-0.27 0.02 -0.62
-0.49 0.24 0.36
0.50 -0.08 -0.21
-0.12 0.60 -0.02
0.00 -0.49 0.12
-0.11 -0.51 0.04
0.07 -0.08 0.09
-0.14 -0.18 -0.17
0.40 -0.09 0.14
0.06 0.00 0.00
-0.57 -0.32 -0.24
1.24 0.63 0.44
-0.32 0.07 -0.01
-0.25 -0.60 -0.29
-0.23 0.03 0.29
0.25 0.21 -0.05
0.32 0.01 0.29
-0.07 0.11 0.03
0.29 0.00 0.08
-0.29 0.25 -0.23
-0.28 -0.50 -0.34
-0.32 -0.65 0.89
0.30 -1.17 -0.96
-0.02 0.19 0.36
0.11 -0.82 -0.50
0.29 -0.03 -0.24
-0.36 0.70 0.46
-0.17 0.24 0.23
0.15 0.62 -0.06
0.05 0.05 -0.45
0.03 0.18 -0.07
-0.15 0.58 0.35
1.18 -0.07 -0.39
-1.45 -0.50 0.57
0.28 0.36 -0.54
-0.17 -0.04 0.92
-0.33 -0.08 -0.08
0.85 -0.17 -0.42
-0.47 0.08 -0.21
-0.44 0.12 0.50
0.03 0.10 -0.22
0.01 0.13 0.16
0.45 0.10 -0.28
-1.23 0.02 0.65
-1.12 1.14 -0.26
0.27 -0.06 -0.10
0.00 -0.06 -0.39
-0.38 0.44 0.44
0.40 -0.42 -0.13
0.31 -0.23 -0.58
0.64 -0.44 -0.07
0.08 0.11 0.04
0.32 -0.01 0.21
0.52 -0.31 0.21
0.75 -1.35 0.92
1.27 0.16 -1.37
-0.11 -0.41 0.86
-0.66 -0.44 -0.46
0.87 -0.16 -0.36
-0.42 0.64 0.57
0.01 0.59 0.15
-0.39 0.55 -0.64
-0.72 0.25 0.10
-0.28 -0.23 -0.04
-0.29 0.39 0.32
0.80 -0.36 0.22
-0.15 -0.37 -0.11
-0.09 0.41 -0.21
0.31 0.32 0.92
0.38 -0.16 -0.23
-0.81 -0.06 -0.41
-0.36 -0.05 -0.41
-0.18 0.01 -0.18
0.09 0.31 0.24
0.08 0.04 0.18
-0.02 0.11 -0.14
-0.47 0.22 -0.12
-0.09 0.30 0.09
-0.06 -0.11 -0.23
0.52 0.09 -0.18
-0.82 -0.02 -0.19
0.84 -0.48 0.55
-0.21 0.09 0.25
-0.17 -0.08 -0.02
0.35 0.16 0.11
0.13 -0.15 0.06
-0.26 0.15 -0.54
-0.18 0.02 -0.02
-0.06 0.46 0.47
-1.39 -0.53 -1.44
0.41 0.00 0.38
-0.06 -0.11 0.72
0.26 0.49 -0.21
-0.37 -0.70 1.73
-0.05 0.31 -0.30
0.05 -0.02 -0.10
0.18 -0.08 0.06
0.12 -0.11 -0.22
0.09 0.47 -0.10
0.35 0.08 -0.70

For the electronic energy, the calculation gives -6853.0777 Ha. The calculation puts the orbital gap at 0.2525 Ha. The HOMO energy comes out at -7.2414 eV. Its net charge is -1.

***

[2]
C22H40O4S | ωB97M-V/def2-TZVPD

Last column: natural (NBO) charge in e.
Atoms and positions in Å:
C1 0.471 1.113 -2.056  -0.263
C2 1.768 0.834 -2.117  -0.061
C3 3.394 0.624 -2.123  0.038
O1 3.631 -0.609 -2.823  -0.699
S1 4.634 -1.709 -2.072  1.697
O2 5.111 -2.678 -3.155  -0.871
O3 3.732 -2.625 -0.979  -0.677
C4 3.135 -1.633 -0.080  0.040
C5 2.890 -2.437 1.337  -0.409
C6 1.442 -2.119 1.994  -0.423
C7 0.216 -2.666 1.078  -0.415
C8 -1.026 -1.593 1.172  -0.405
C9 -2.337 -2.369 0.622  -0.411
C10 -3.111 -1.462 -0.491  -0.405
C11 -4.437 -0.726 0.088  -0.419
C12 -5.733 -1.012 -0.879  -0.402
C13 -6.674 0.311 -1.055  -0.443
C14 -7.417 0.560 0.376  -0.076
O4 -8.872 0.678 0.224  -0.557
C15 -9.265 2.071 0.078  -0.267
C16 4.145 -0.406 0.311  -0.494
C17 4.087 0.861 -0.693  -0.025
C18 5.520 1.669 -0.806  -0.415
C19 6.458 1.178 -2.023  -0.641
C20 3.116 1.962 0.070  -0.420
C21 3.886 2.678 1.340  -0.418
C22 2.811 2.927 2.561  -0.626
H1 -0.626 1.470 -2.051  0.274
H2 3.774 1.484 -2.820  0.234
H3 2.089 -1.284 -0.406  0.221
H4 3.716 -2.086 2.087  0.203
H5 3.039 -3.576 1.227  0.233
H6 1.324 -1.001 2.283  0.205
H7 1.398 -2.705 3.005  0.219
H8 -0.116 -3.742 1.384  0.216
H9 0.480 -2.718 -0.052  0.206
H10 -0.821 -0.629 0.566  0.206
H11 -1.088 -1.293 2.287  0.200
H12 -3.012 -2.655 1.508  0.211
H13 -1.992 -3.327 0.083  0.207
H14 -3.403 -2.198 -1.346  0.207
H15 -2.408 -0.636 -0.915  0.203
H16 -4.281 0.431 0.063  0.198
H17 -4.674 -1.088 1.169  0.207
H18 -6.296 -1.913 -0.436  0.208
H19 -5.323 -1.346 -1.908  0.205
H20 -6.001 1.213 -1.340  0.203
H21 -7.463 0.099 -1.865  0.228
H22 -7.211 -0.344 1.081  0.191
H23 -6.969 1.497 0.897  0.172
H24 -10.406 2.175 0.232  0.200
H25 -8.992 2.394 -1.004  0.174
H26 -8.738 2.740 0.855  0.173
H27 5.230 -0.777 0.540  0.244
H28 3.754 -0.055 1.358  0.234
H29 5.321 2.805 -0.996  0.216
H30 6.109 1.489 0.174  0.223
H31 7.410 1.856 -2.004  0.220
H32 6.843 0.096 -1.930  0.225
H33 5.922 1.413 -3.012  0.208
H34 2.867 2.857 -0.641  0.224
H35 2.180 1.470 0.522  0.223
H36 4.394 3.668 1.037  0.216
H37 4.685 1.962 1.803  0.199
H38 2.299 3.947 2.418  0.214
H39 3.361 2.863 3.585  0.216
H40 2.008 2.091 2.587  0.203

Atomic forces in eV per Å
7.02 -1.12 -0.45
-6.28 1.56 0.72
-1.59 1.74 -0.46
-0.10 -0.66 0.64
2.54 -2.88 -2.45
-2.17 2.84 3.08
-0.50 2.21 -1.24
0.00 -0.57 3.25
0.22 0.49 0.53
0.30 -1.20 0.15
-0.15 1.34 -0.25
0.38 -1.47 0.45
0.40 1.04 -0.54
-0.37 -0.48 0.46
-0.48 0.20 -0.76
0.73 0.34 -0.15
0.34 -1.07 0.95
0.43 -0.14 -0.16
1.24 1.35 0.66
-0.18 0.18 -0.57
-0.57 0.10 0.47
-0.55 1.77 1.43
0.28 -0.97 -0.87
0.64 1.05 0.39
1.08 1.01 0.65
-0.67 -0.96 0.97
0.53 -0.14 -0.20
2.55 -0.97 -0.05
-0.74 -1.58 1.24
1.81 -0.32 -0.09
-1.43 -0.69 -1.32
-0.41 1.84 -0.15
0.20 -1.76 -0.81
0.11 1.13 -1.73
0.55 2.07 -0.35
-0.15 -0.02 1.89
-0.12 -1.69 0.89
-0.25 -0.42 -1.76
0.86 0.40 -1.51
-0.52 1.43 0.99
0.39 1.53 1.36
-1.08 -1.68 0.64
-0.16 -2.07 0.37
0.52 0.81 -1.88
0.52 1.49 -0.78
-0.73 0.62 1.58
-1.24 -1.55 0.35
1.15 0.50 1.27
-0.54 1.52 -1.33
-0.88 -1.46 -0.82
1.91 -0.41 -0.31
-0.47 -0.15 1.81
-0.71 -0.98 -1.21
-2.00 0.47 -0.79
0.60 -0.48 -1.99
0.27 -2.11 0.60
-1.15 0.58 -1.57
-1.68 -1.20 -0.10
-0.93 1.70 -0.28
0.95 -0.78 1.33
0.08 -1.92 1.07
1.32 0.71 -1.17
-0.80 -1.67 0.52
-1.31 1.33 -1.07
0.70 -1.64 0.44
-1.00 0.44 -1.82
1.31 1.42 -0.19

For the electronic energy, the calculation gives -1561.0051 Ha. The calculation puts the orbital gap at 0.3746 Ha. The HOMO energy comes out at -9.6359 eV.

***

- The highest orbital gap belongs to which entry?
  C22H40O4S

***

- Which of these has the lowest orbital gap?
  C22H40HgO36PS7

***

- The lowest electronic energy belongs to which entry?
  C22H40HgO36PS7

***

- Among the records above, which one has the lowest orbital gap?
  C22H40HgO36PS7